A cluster of 3 separate species, C9H23BrNO6PS2 in total in a non-equilibrium geometry. Source: the Open Molecules 2025 dataset; level of theory: the ωB97M-V functional and the def2-TZVPD basis.

Cartesian coordinates (Å):
1 H 5.96 3.57 0.98
2 N 5.13 4.21 0.86
3 C 4.71 4.73 2.07
4 C 5.56 4.32 3.43
5 C 3.40 5.76 2.06
6 P 1.84 4.70 2.36
7 Br 2.41 2.50 1.97
8 H 6.01 5.32 3.85
9 H 4.90 3.78 4.25
10 H 6.43 3.55 3.18
11 H 3.43 6.30 1.01
12 H 3.60 6.57 2.89
13 H 1.55 4.85 3.78
14 C 2.17 -1.58 0.66
15 C 1.04 -0.90 1.41
16 O -0.20 -1.58 1.22
17 S -0.46 -2.97 2.02
18 C -2.19 -3.10 1.70
19 O -0.27 -2.73 3.44
20 O 0.22 -4.04 1.33
21 H 2.38 -2.57 1.08
22 H 3.08 -0.99 0.71
23 H 1.90 -1.73 -0.39
24 H 1.27 -0.80 2.47
25 H 0.91 0.12 1.02
26 H -2.71 -2.27 2.18
27 H -2.54 -4.05 2.10
28 H -2.35 -3.08 0.62
29 C -5.59 -2.35 -4.89
30 C -4.11 -2.71 -4.86
31 O -3.36 -1.74 -4.14
32 S -3.42 -1.75 -2.51
33 C -2.06 -0.65 -2.23
34 O -3.06 -3.07 -2.03
35 O -4.64 -1.08 -2.10
36 H -6.02 -2.41 -3.88
37 H -6.14 -3.04 -5.54
38 H -5.73 -1.33 -5.24
39 H -3.95 -3.71 -4.44
40 H -3.73 -2.72 -5.88
41 H -1.14 -1.13 -2.58
42 H -2.00 -0.46 -1.16
43 H -2.24 0.29 -2.76

HOMO level in eV: -9.157
Structure (SMILES): [H]/N=C(\C)CPBr.CCOS(C)(=O)=O.CCOS(C)(=O)=O
E_tot in eV: -124479.729